A cluster of 7 separate species, C31H74NO16 in total, computed with ωB97M-V/def2-TZVPD.

Last columns: bonded neighbours and bond lengths (Å).
Atoms and positions in Å:
1 O 5.286 -2.967 -3.066  C18 1.417, C45 1.413
2 O 2.670 -1.206 6.678  C33 1.415, C46 1.417
3 O -7.106 -5.244 -3.402  C37 1.429, C41 1.408
4 O 5.598 -1.499 6.793  C23 1.415, C44 1.417
5 O -7.988 -2.481 -2.835  C39 1.430, C42 1.409
6 O 1.652 4.013 -2.079  C31 1.418, C36 1.415
7 O 4.274 -0.195 -3.075  C25 1.416, C30 1.417
8 O -8.438 -0.970 -0.317  C29 1.431, H104 0.966
9 O 8.934 0.045 -3.325  C20 1.417, C22 1.414
10 O -3.301 -0.462 0.616  C19 1.251
11 O -1.982 1.983 3.902  C28 1.431, C34 1.411
12 O -4.516 -1.699 -0.826  C19 1.246
13 O -5.561 1.104 -1.134  C26 1.430, C47 1.416
14 O -0.938 2.694 -1.634  C27 1.418, C48 1.412
15 O 11.411 1.471 -4.020  C24 1.414, C40 1.418
16 O -1.785 0.001 6.087  C21 1.414, C35 1.415
17 N -5.881 2.858 2.143  C38 1.476, H49 1.014, H108 1.013
18 C 6.015 -1.831 -2.635  O1 1.417, C25 1.512, H70 1.095, H115 1.095
19 C -3.980 -0.649 -0.418  O10 1.251, O12 1.246, C26 1.557
20 C 9.004 1.417 -3.674  O9 1.417, C40 1.512, H93 1.095, H95 1.094
21 C -0.384 0.040 5.898  O16 1.414, H62 1.096, H80 1.093, H83 1.088
22 C 9.463 -0.249 -2.047  O9 1.414, H52 1.089, H75 1.096, H81 1.093
23 C 5.714 -0.309 6.038  O4 1.415, H63 1.096, H101 1.092, H119 1.089
24 C 11.995 0.234 -4.376  O15 1.414, H66 1.089, H91 1.096, H121 1.093
25 C 5.116 -0.749 -2.080  O7 1.416, C18 1.512, H74 1.095, H79 1.095
26 C -4.226 0.616 -1.292  O13 1.430, C19 1.557, H78 1.095, H88 1.097
27 C -0.501 2.224 -0.370  O14 1.418, H69 1.088, H109 1.094, H117 1.095
28 C -1.890 0.937 2.930  O11 1.431, H59 1.092, H86 1.090, H112 1.089
29 C -7.842 0.082 0.448  O8 1.431, C32 1.542, H58 1.094, H113 1.086
30 C 2.943 -0.680 -3.032  O7 1.417, H60 1.095, H61 1.093, H120 1.089
31 C 0.432 4.386 -2.696  O6 1.418, C48 1.514, H51 1.096, H89 1.095
32 C -8.285 1.473 -0.048  C29 1.542, C43 1.553, H98 1.093, H116 1.095
33 C 3.368 -1.944 7.662  O2 1.415, C44 1.513, H76 1.095, H107 1.095
34 C -2.974 1.754 4.879  O11 1.411, C35 1.515, H85 1.097, H111 1.095
35 C -2.383 1.279 6.191  O16 1.415, C34 1.515, H72 1.097, H106 1.095
36 C 2.136 2.754 -2.507  O6 1.415, H87 1.092, H103 1.089, H114 1.096
37 C -6.268 -4.203 -2.896  O3 1.429, C39 1.508, H55 1.092, H100 1.095
38 C -5.232 1.969 1.158  N17 1.476, C47 1.543, H67 1.090, H102 1.092
39 C -7.020 -3.196 -2.063  O5 1.430, C37 1.508, H92 1.095, H96 1.096
40 C 10.148 1.701 -4.622  O15 1.418, C20 1.512, H53 1.094, H57 1.095
41 C -7.490 -5.048 -4.742  O3 1.408, H65 1.090, H71 1.094, H82 1.098
42 C -9.306 -2.947 -2.655  O5 1.409, H73 1.091, H77 1.097, H122 1.095
43 C -7.231 2.562 -0.386  C32 1.553, C47 1.524, H84 1.092, H118 1.094
44 C 4.749 -1.379 7.920  O4 1.417, C33 1.513, H64 1.094, H90 1.096
45 C 5.086 -3.017 -4.464  O1 1.413, H54 1.093, H68 1.096, H105 1.089
46 C 2.664 -1.824 5.403  O2 1.417, H50 1.095, H94 1.088, H99 1.093
47 C -5.752 2.213 -0.275  O13 1.416, C38 1.543, C43 1.524, H56 1.104
48 C -0.770 4.082 -1.826  O14 1.412, C31 1.514, H97 1.095, H110 1.096
49 H -6.635 2.366 2.610  N17 1.014
50 H 2.012 -2.704 5.401  C46 1.095
51 H 0.320 3.872 -3.657  C31 1.096
52 H 9.525 -1.333 -1.966  C22 1.089
53 H 10.109 2.753 -4.919  C40 1.094
54 H 4.684 -2.075 -4.848  C45 1.093
55 H -5.500 -4.667 -2.274  C37 1.092
56 H -5.189 3.078 -0.668  C47 1.104
57 H 10.039 1.089 -5.523  C40 1.095
58 H -8.182 -0.078 1.476  C29 1.094
59 H -1.813 -0.043 3.403  C28 1.092
60 H 2.410 -0.280 -2.163  C30 1.095
61 H 2.907 -1.772 -2.998  C30 1.093
62 H 0.130 0.343 6.817  C21 1.096
63 H 6.302 0.442 6.577  C23 1.096
64 H 5.211 -1.933 8.743  C44 1.094
65 H -8.261 -5.784 -4.973  C41 1.090
66 H 12.856 0.086 -3.727  C24 1.089
67 H -5.322 0.913 1.412  C38 1.090
68 H 6.023 -3.243 -4.988  C45 1.096
69 H -0.512 1.136 -0.405  C27 1.088
70 H 6.619 -1.423 -3.452  C18 1.095
71 H -7.894 -4.045 -4.906  C41 1.094
72 H -1.650 2.015 6.544  C35 1.097
73 H -9.929 -2.463 -3.408  C42 1.091
74 H 4.521 -1.146 -1.251  C25 1.095
75 H 8.807 0.127 -1.253  C22 1.096
76 H 2.790 -1.892 8.590  C33 1.095
77 H -9.689 -2.683 -1.662  C42 1.097
78 H -4.123 0.340 -2.346  C26 1.095
79 H 5.744 0.060 -1.691  C25 1.095
80 H -0.108 0.722 5.090  C21 1.093
81 H 10.460 0.179 -1.915  C22 1.093
82 H -6.645 -5.201 -5.425  C41 1.098
83 H -0.065 -0.967 5.638  C21 1.088
84 H -7.398 3.455 0.219  C43 1.092
85 H -3.493 2.703 5.062  C34 1.097
86 H -2.745 0.929 2.253  C28 1.090
87 H 1.360 1.988 -2.444  C36 1.092
88 H -3.488 1.395 -1.068  C26 1.097
89 H 0.475 5.463 -2.889  C31 1.095
90 H 4.663 -0.330 8.222  C44 1.096
91 H 12.336 0.246 -5.418  C24 1.096
92 H -6.294 -2.482 -1.662  C39 1.095
93 H 9.103 2.036 -2.776  C20 1.095
94 H 2.275 -1.101 4.688  C46 1.088
95 H 8.063 1.683 -4.165  C20 1.094
96 H -7.513 -3.698 -1.223  C39 1.096
97 H -1.668 4.462 -2.325  C48 1.095
98 H -8.874 1.276 -0.947  C32 1.093
99 H 3.670 -2.124 5.100  C46 1.093
100 H -5.768 -3.691 -3.725  C37 1.095
101 H 4.736 0.113 5.796  C23 1.092
102 H -4.161 2.179 1.177  C38 1.092
103 H 2.960 2.480 -1.849  C36 1.089
104 H -7.859 -1.107 -1.078  O8 0.966
105 H 4.372 -3.815 -4.659  C45 1.089
106 H -3.179 1.208 6.939  C35 1.095
107 H 3.446 -2.996 7.370  C33 1.095
108 H -5.213 3.091 2.868  N17 1.013
109 H 0.509 2.577 -0.140  C27 1.094
110 H -0.674 4.598 -0.864  C48 1.096
111 H -3.712 1.029 4.519  C34 1.095
112 H -0.988 1.126 2.349  C28 1.089
113 H -6.765 -0.043 0.415  C29 1.086
114 H 2.513 2.801 -3.535  C36 1.096
115 H 6.699 -2.159 -1.845  C18 1.095
116 H -8.995 1.891 0.675  C32 1.095
117 H -1.185 2.545 0.423  C27 1.095
118 H -7.384 2.858 -1.428  C43 1.094
119 H 6.231 -0.563 5.114  C23 1.089
120 H 2.445 -0.335 -3.937  C30 1.089
121 H 11.296 -0.596 -4.242  C24 1.093
122 H -9.375 -4.032 -2.779  C42 1.095

Gap between HOMO and LUMO in eV: 6.7
Charge: -1

Atom charges from the Löwdin analysis, given in e for atoms 1 to 4: -0.1852, -0.1991, -0.1951, -0.1903



The molecule C6H12F3N2P at a distorted geometry, computed with ωB97M-V/def2-TZVPD.

Last columns: bonded neighbours and bond lengths (Å).
Atoms and positions in Å:
1 P 0.029 0.014 -0.988  N5 1.685, N6 1.600, C8 2.139
2 F -1.857 -1.558 0.964  C8 1.384
3 F -2.993 0.882 -1.315  C9 1.272
4 F -4.106 -0.171 0.077  C9 1.334
5 N 0.990 -1.237 -0.396  P1 1.685, C10 1.432, C11 1.399
6 N 0.505 1.275 -0.125  P1 1.600, C7 1.448, C12 1.478
7 C 0.568 2.462 -0.951  N6 1.448, H13 1.023, H17 1.104, H24 1.129
8 C -1.761 -0.521 0.053  P1 2.139, F2 1.384, C9 1.310
9 C -2.868 0.037 -0.373  F3 1.272, F4 1.334, C8 1.310
10 C 1.656 -1.238 0.871  N5 1.432, H15 1.043, H20 1.090, H21 1.066
11 C 0.671 -2.471 -0.973  N5 1.399, H16 1.097, H18 1.029, H19 1.160
12 C 0.109 1.600 1.262  N6 1.478, H14 1.087, H22 1.152, H23 1.131
13 H 1.309 3.111 -0.671  C7 1.023
14 H 0.896 2.042 1.867  C12 1.087
15 H 2.227 -2.100 1.011  C10 1.043
16 H -0.047 -3.056 -0.384  C11 1.097
17 H -0.387 3.013 -1.002  C7 1.104
18 H 0.352 -2.275 -1.932  C11 1.029
19 H 1.609 -3.146 -0.876  C11 1.160
20 H 0.973 -1.117 1.712  C10 1.090
21 H 2.309 -0.396 0.921  C10 1.066
22 H -0.140 0.592 1.763  C12 1.152
23 H -0.809 2.228 1.462  C12 1.131
24 H 0.765 2.030 -1.975  C7 1.129

ΔE to the lowest compared entry with this formula, charge and spin in kcal/mol: 0.0
Gap between HOMO and LUMO in eV: 9.1
SMILES: CN(C)P(C(F)=C(F)F)N(C)C

Atom charges from the Löwdin analysis, given in e for atoms 1 to 4: 1.0203, -0.0189, 0.1513, 0.1167



The ion C4H7N2O with charge +1 at a distorted geometry, computed with ωB97M-V/def2-TZVPD.

Last columns: bonded neighbours and bond lengths (Å).
Atoms and positions in Å:
1 O -1.985 0.221 -0.161  C7 1.340
2 N -0.383 1.156 0.002  N3 1.340, C6 1.166
3 N 0.369 0.047 0.008  N2 1.340, C4 1.256, C5 1.534
4 C -0.179 -1.080 0.093  N3 1.256, C7 1.446, H9 1.056
5 C 1.901 0.101 -0.029  N3 1.534, H11 0.997, H13 1.136, H14 1.059
6 C -0.388 2.252 0.399  N2 1.166, H12 1.131
7 C -1.610 -1.065 -0.116  O1 1.340, C4 1.446, H8 1.176, H10 1.115
8 H -1.831 -1.590 -1.144  C7 1.176
9 H 0.409 -1.953 0.183  C4 1.056
10 H -2.127 -1.588 0.723  C7 1.115
11 H 2.198 -0.460 0.740  C5 0.997
12 H -1.005 3.172 0.171  C6 1.131
13 H 2.338 -0.284 -1.005  C5 1.136
14 H 2.294 1.071 0.135  C5 1.059

ΔE to the lowest compared entry with this formula, charge and spin in kcal/mol: 170.4
Gap between HOMO and LUMO (spin up / spin down) in eV: 8.1 / 8.1
Charge: +1
SMILES: C#[N+]/[N+](C)=C\C[O-]

Atom charges from the Löwdin analysis, given in e for atoms 1 to 4: -0.0793, 0.0066, -0.0253, 0.0624



| no. | E (Ha) |
| --- | --- |
| 1 | -2483.91829 |
| 2 | -986.17318 |
| 3 | -340.86475 |